*i*
Density functional theory data (ωB97M-V with the def2-TZVPD basis set) for a 2-piece molecular cluster, C6H14N2O2 overall.

Last columns: bonded neighbours and bond lengths (Å).
Positions of all 24 atoms, in Å:
1 C 0.016 2.855 1.693  C3 1.483, H6 1.080, H9 1.085, H10 1.097
2 C 1.326 2.962 -1.830  N5 1.447, H8 1.081, H11 1.117, H12 1.095
3 C 0.489 3.441 0.417  C1 1.483, O4 1.226, N5 1.365
4 O 0.372 4.630 0.147  C3 1.226
5 N 1.199 2.635 -0.426  C2 1.447, C3 1.365, H7 1.010
6 H -1.029 3.112 1.780  C1 1.080
7 H 1.057 1.666 -0.177  N5 1.010
8 H 2.028 3.707 -2.177  C2 1.081
9 H 0.346 1.824 1.778  C1 1.085
10 H 0.582 3.385 2.469  C1 1.097
11 H 1.798 2.047 -2.262  C2 1.117
12 H 0.335 2.911 -2.293  C2 1.095
13 C -1.733 -2.961 -1.520  C15 1.543, H18 1.098, H22 1.085, H23 1.095
14 C 0.291 -2.941 1.650  N17 1.437, H20 1.083, H21 1.092, H24 1.132
15 C -0.860 -2.374 -0.391  C13 1.543, O16 1.207, N17 1.360
16 O -0.539 -1.211 -0.434  C15 1.207
17 N -0.651 -3.265 0.614  C14 1.437, C15 1.360, H19 0.992
18 H -2.710 -3.244 -1.105  C13 1.098
19 H -1.066 -4.164 0.555  N17 0.992
20 H 0.441 -1.872 1.734  C14 1.083
21 H 0.276 -3.489 2.594  C14 1.092
22 H -1.806 -2.259 -2.343  C13 1.085
23 H -1.434 -3.962 -1.848  C13 1.095
24 H 1.272 -3.435 1.374  C14 1.132

## Properties
Gap between HOMO and LUMO (eV): 9.86
HOMO energy (eV): -9.3

Atomic partial charges in e from the Löwdin method, atoms 1 to 4: atom 1 (C): 0.001, atom 2 (C): -0.085, atom 3 (C): -0.574, atom 4 (O): 0.033

*ii*
Density functional theory data (ωB97M-V with the def2-TZVPD basis set) for a 2-piece molecular cluster, C6H14N2O2 overall.

Last columns: bonded neighbours and bond lengths (Å).
Positions of all 24 atoms, in Å:
1 C 1.013 1.744 -2.782  C3 1.506, H6 1.098, H9 1.087, H10 1.087
2 C 2.375 2.093 0.720  N5 1.464, H8 1.084, H11 1.087, H12 1.091
3 C 1.662 1.237 -1.521  C1 1.506, O4 1.215, N5 1.362
4 O 2.083 0.110 -1.351  C3 1.215
5 N 1.556 2.124 -0.493  C2 1.464, C3 1.362, H7 1.005
6 H 1.732 2.338 -3.362  C1 1.098
7 H 1.087 3.010 -0.551  N5 1.005
8 H 2.803 3.066 0.935  C2 1.084
9 H 0.756 0.988 -3.519  C1 1.087
10 H 0.151 2.370 -2.564  C1 1.087
11 H 1.737 1.735 1.524  C2 1.087
12 H 3.249 1.477 0.499  C2 1.091
13 C -0.259 -3.069 0.725  N17 1.465, H19 1.079, H20 1.086, H22 1.084
14 C -3.167 -0.713 1.300  C15 1.523, H21 1.095, H23 1.085, H24 1.091
15 C -1.826 -1.395 1.536  C14 1.523, O16 1.214, N17 1.356
16 O -1.116 -1.149 2.490  C15 1.214
17 N -1.470 -2.262 0.556  C13 1.465, C15 1.356, H18 1.004
18 H -2.082 -2.491 -0.206  N17 1.004
19 H 0.036 -3.141 1.761  C13 1.079
20 H -0.417 -3.998 0.185  C13 1.086
21 H -3.947 -1.436 1.557  C14 1.095
22 H 0.509 -2.564 0.150  C13 1.084
23 H -3.250 0.074 2.043  C14 1.085
24 H -3.215 -0.149 0.368  C14 1.091

## Properties
Gap between HOMO and LUMO (eV): 10.13
HOMO energy (eV): -9.4

Atomic partial charges in e from the Löwdin method, atoms 1 to 4: atom 1 (C): -0.013, atom 2 (C): -0.064, atom 3 (C): -0.561, atom 4 (O): 0.048

*iii*
Density functional theory data (ωB97M-V with the def2-TZVPD basis set) for a 2-piece molecular cluster, C6H14N2O2 overall.

Last columns: bonded neighbours and bond lengths (Å).
Positions of all 24 atoms, in Å:
1 C 0.410 -2.347 0.417  C3 1.554, H6 1.147, H9 1.030, H10 1.175
2 C 1.953 0.826 2.154  N5 1.525, H8 1.092, H11 1.121, H12 1.084
3 C 1.232 -1.035 0.556  C1 1.554, O4 1.206, N5 1.359
4 O 1.878 -0.592 -0.361  C3 1.206
5 N 1.303 -0.508 1.806  C2 1.525, C3 1.359, H7 1.017
6 H 0.547 -3.097 1.274  C1 1.147
7 H 0.962 -0.994 2.632  N5 1.017
8 H 1.955 0.789 3.245  C2 1.092
9 H -0.606 -2.308 0.258  C1 1.030
10 H 0.916 -2.841 -0.522  C1 1.175
11 H 2.998 0.892 1.755  C2 1.121
12 H 1.444 1.724 1.823  C2 1.084
13 C -2.119 1.231 0.440  N17 1.454, H19 1.151, H21 1.066, H22 1.139
14 C -0.308 0.284 -2.828  C15 1.499, H20 1.206, H23 1.199, H24 1.110
15 C -1.472 0.607 -1.940  C14 1.499, O16 1.221, N17 1.435
16 O -2.659 0.805 -2.147  C15 1.221
17 N -1.133 0.913 -0.579  C13 1.454, C15 1.435, H18 1.021
18 H -0.175 0.717 -0.285  N17 1.021
19 H -3.187 0.935 0.127  C13 1.151
20 H -0.375 1.051 -3.756  C14 1.206
21 H -1.958 0.747 1.376  C13 1.066
22 H -2.119 2.364 0.554  C13 1.139
23 H 0.814 0.356 -2.409  C14 1.199
24 H -0.300 -0.520 -3.593  C14 1.110

## Properties
Gap between HOMO and LUMO (eV): 9.71
HOMO energy (eV): -9.1

Atomic partial charges in e from the Löwdin method, atoms 1 to 4: atom 1 (C): 0.000, atom 2 (C): -0.043, atom 3 (C): -0.591, atom 4 (O): 0.034

*iv*
Density functional theory data (ωB97M-V with the def2-TZVPD basis set) for a 2-piece molecular cluster, C6H14N2O2 overall.

Last columns: bonded neighbours and bond lengths (Å).
Positions of all 24 atoms, in Å:
1 C 1.260 2.146 -1.178  C2 1.515, C3 1.572, H6 1.106, H7 1.087
2 C 2.425 1.340 -1.714  C1 1.515, H8 1.087, H11 1.078, H12 1.146
3 C 0.827 1.526 0.200  C1 1.572, O4 1.215, N5 1.344
4 O 0.612 0.330 0.205  C3 1.215
5 N 0.995 2.249 1.320  C3 1.344, H9 1.103, H10 0.996
6 H 1.558 3.209 -1.106  C1 1.106
7 H 0.414 1.926 -1.824  C1 1.087
8 H 3.361 1.490 -1.183  C2 1.087
9 H 0.411 1.914 2.193  N5 1.103
10 H 1.244 3.188 1.538  N5 0.996
11 H 2.406 1.546 -2.772  C2 1.078
12 H 2.225 0.260 -1.384  C2 1.146
13 C -1.951 -1.002 0.794  C14 1.549, C15 1.491, H18 1.079, H19 1.108
14 C -1.798 -1.059 -0.747  C13 1.549, H20 1.134, H23 1.107, H24 1.160
15 C -1.469 -2.167 1.591  C13 1.491, O16 1.233, N17 1.354
16 O -1.669 -2.326 2.798  C15 1.233
17 N -0.580 -3.054 1.084  C15 1.354, H21 0.993, H22 1.020
18 H -1.746 -0.108 1.363  C13 1.079
19 H -3.013 -1.319 0.775  C13 1.108
20 H -0.790 -1.448 -1.091  C14 1.134
21 H -0.238 -3.855 1.563  N17 0.993
22 H -0.148 -2.987 0.162  N17 1.020
23 H -1.791 -0.076 -1.255  C14 1.107
24 H -2.547 -1.723 -1.333  C14 1.160

## Properties
Gap between HOMO and LUMO (eV): 9.84
HOMO energy (eV): -9.1

Atomic partial charges in e from the Löwdin method, atoms 1 to 4: atom 1 (C): -0.169, atom 2 (C): -0.112, atom 3 (C): -0.546, atom 4 (O): 0.021

We find *ii* to be the most stable, with the next structure 0.0153 hartree higher.

*i*
Density functional theory data (ωB97M-V with the def2-TZVPD basis set) for a 2-piece molecular cluster, C6H14N2O2 overall.

Last columns: bonded neighbours and bond lengths (Å).
Positions of all 24 atoms, in Å:
1 C -1.618 -1.306 2.150  C3 1.526, H6 1.100, H9 1.094, H10 1.091
2 C -1.665 -2.283 -1.551  N5 1.468, H8 1.089, H11 1.092, H12 1.078
3 C -1.575 -1.123 0.636  C1 1.526, O4 1.205, N5 1.395
4 O -1.377 -0.069 0.086  C3 1.205
5 N -1.843 -2.281 -0.094  C2 1.468, C3 1.395, H7 1.003
6 H -2.691 -1.193 2.364  C1 1.100
7 H -1.835 -3.122 0.452  N5 1.003
8 H -1.272 -1.323 -1.884  C2 1.089
9 H -1.348 -2.321 2.453  C1 1.094
10 H -1.017 -0.534 2.634  C1 1.091
11 H -0.932 -3.067 -1.759  C2 1.092
12 H -2.600 -2.588 -1.990  C2 1.078
13 C 2.173 0.761 -1.794  N17 1.472, H19 1.091, H22 1.078, H23 1.098
14 C 1.276 2.727 1.307  C15 1.515, H20 1.078, H21 1.097, H24 1.083
15 C 1.474 2.497 -0.178  C14 1.515, O16 1.210, N17 1.383
16 O 1.765 3.356 -0.979  C15 1.210
17 N 1.580 1.157 -0.506  C13 1.472, C15 1.383, H18 0.999
18 H 1.173 0.402 0.005  N17 0.999
19 H 2.080 1.623 -2.457  C13 1.091
20 H 2.003 2.199 1.902  C14 1.078
21 H 0.266 2.379 1.554  C14 1.097
22 H 3.142 0.342 -1.578  C13 1.078
23 H 1.575 -0.024 -2.275  C13 1.098
24 H 1.266 3.792 1.502  C14 1.083

## Properties
Gap between HOMO and LUMO (eV): 9.73
HOMO energy (eV): -9.1

Atomic partial charges in e from the Löwdin method, atoms 1 to 4: atom 1 (C): 0.000, atom 2 (C): -0.060, atom 3 (C): -0.548, atom 4 (O): 0.040

*ii*
Density functional theory data (ωB97M-V with the def2-TZVPD basis set) for a 2-piece molecular cluster, C6H14N2O2 overall.

Last columns: bonded neighbours and bond lengths (Å).
Positions of all 24 atoms, in Å:
1 C -2.719 0.627 0.733  C3 1.566, H6 1.063, H9 1.101, H10 1.117
2 C -0.690 2.709 -1.609  N5 1.432, H8 1.151, H11 1.033, H12 1.159
3 C -1.878 0.877 -0.563  C1 1.566, O4 1.169, N5 1.375
4 O -1.372 0.022 -1.179  C3 1.169
5 N -1.854 2.195 -0.952  C2 1.432, C3 1.375, H7 1.083
6 H -2.329 0.947 1.669  C1 1.063
7 H -2.559 2.974 -0.688  N5 1.083
8 H -0.089 1.983 -2.268  C2 1.151
9 H -3.756 0.987 0.817  C1 1.101
10 H -3.026 -0.439 0.600  C1 1.117
11 H -1.074 3.467 -2.195  C2 1.033
12 H 0.102 3.158 -0.893  C2 1.159
13 C 1.407 -2.607 -1.038  N17 1.442, H19 1.184, H21 1.091, H22 1.155
14 C 2.062 -0.751 2.135  C15 1.514, H20 1.092, H23 1.082, H24 1.050
15 C 2.322 -1.355 0.772  C14 1.514, O16 1.219, N17 1.358
16 O 3.364 -1.255 0.148  C15 1.219
17 N 1.250 -2.022 0.271  C13 1.442, C15 1.358, H18 0.966
18 H 0.370 -1.931 0.659  N17 0.966
19 H 2.555 -2.890 -1.092  C13 1.184
20 H 1.052 -0.878 2.531  C14 1.092
21 H 0.775 -3.497 -1.058  C13 1.091
22 H 1.240 -1.825 -1.870  C13 1.155
23 H 2.851 -0.792 2.874  C14 1.082
24 H 1.997 0.296 2.194  C14 1.050

## Properties
Gap between HOMO and LUMO (eV): 9.88
HOMO energy (eV): -9.3

Atomic partial charges in e from the Löwdin method, atoms 1 to 4: atom 1 (C): -0.009, atom 2 (C): -0.121, atom 3 (C): -0.577, atom 4 (O): 0.097

*iii*
Density functional theory data (ωB97M-V with the def2-TZVPD basis set) for a 2-piece molecular cluster, C6H14N2O2 overall.

Last columns: bonded neighbours and bond lengths (Å).
Positions of all 24 atoms, in Å:
1 C 0.267 0.267 2.561  C3 1.521, H6 1.089, H9 1.086, H10 1.111
2 C 2.211 1.738 -0.340  N5 1.462, H8 1.099, H11 1.090, H12 1.094
3 C 1.433 0.730 1.701  C1 1.521, O4 1.218, N5 1.364
4 O 2.561 0.456 2.072  C3 1.218
5 N 1.115 1.190 0.457  C2 1.462, C3 1.364, H7 1.001
6 H -0.513 -0.268 2.021  C1 1.089
7 H 0.132 1.341 0.352  N5 1.001
8 H 1.818 1.479 -1.332  C2 1.099
9 H 0.643 -0.211 3.460  C1 1.086
10 H -0.168 1.172 3.036  C1 1.111
11 H 2.545 2.766 -0.199  C2 1.090
12 H 3.178 1.242 -0.216  C2 1.094
13 C -2.918 -0.483 -0.274  N17 1.436, H19 1.084, H21 1.080, H22 1.125
14 C 0.497 -1.329 -1.891  C15 1.570, H20 1.090, H23 1.093, H24 1.076
15 C -0.993 -1.584 -1.469  C14 1.570, O16 1.210, N17 1.355
16 O -1.466 -2.684 -1.645  C15 1.210
17 N -1.642 -0.522 -0.931  C13 1.436, C15 1.355, H18 1.005
18 H -1.124 0.337 -0.988  N17 1.005
19 H -2.991 0.353 0.411  C13 1.084
20 H 1.043 -2.266 -1.788  C14 1.090
21 H -3.835 -0.572 -0.837  C13 1.080
22 H -2.926 -1.498 0.212  C13 1.125
23 H 0.258 -1.216 -2.952  C14 1.093
24 H 0.877 -0.438 -1.423  C14 1.076

## Properties
Gap between HOMO and LUMO (eV): 10.23
HOMO energy (eV): -9.8

Atomic partial charges in e from the Löwdin method, atoms 1 to 4: atom 1 (C): -0.004, atom 2 (C): -0.071, atom 3 (C): -0.550, atom 4 (O): 0.049

We find *i* to be the most stable, with the next structure 0.0290 hartree higher.